C27H24AsN3O4S2W as an isolated structure in a non-equilibrium geometry, computed with ωB97M-V with the def2-TZVPD basis set.

For the relative energy (zero: lowest compared OMol25 entry of this formula, charge and spin), the calculation gives 651.6 kJ/mol. The value obtained for the HOMO-LUMO gap (alpha / beta) is 4.8471 / 4.6760 eV. For the highest occupied orbital energy (alpha / beta), the calculation gives -7.0198 / -6.9329 eV. As for the calculated total energy: -4607.64625 hartree. As for the largest force on an atom: 5.51 eV/Å.

The geometry in ORCA input format:
```
! wB97M-V def2-TZVPD RIJCOSX def2/J DEFGRID3
* xyz 0 1
W 0.23140 0.99520 -0.00440
N 0.81590 -1.67110 -0.27780
C -0.32610 -2.36350 -0.90020
C -1.58170 -1.72970 -0.27660
O -2.49030 -2.41950 0.14890
N -1.44670 -0.39200 -0.16870
C -2.26390 0.23050 0.86490
C -1.19570 0.95620 1.69260
O -1.32440 2.07040 2.20180
O -0.05850 0.29160 1.73290
H 0.77090 -1.80450 0.73910
H 1.68100 -2.11330 -0.59070
H -0.28340 -2.22620 -1.99240
H -0.35190 -3.43650 -0.67530
H -2.99890 0.94500 0.46470
H -2.79160 -0.52870 1.45830
O 1.22120 2.20420 -0.81000
N 2.36200 0.53020 0.65990
C 3.46490 -0.24960 0.44200
C 4.75440 0.11980 0.72330
C 5.01480 1.36180 1.31340
C 3.92140 2.19210 1.53640
C 2.65480 1.77690 1.18340
S 1.30320 2.88710 1.26340
H 3.27980 -1.22210 0.00640
H 5.55470 -0.55950 0.47180
H 6.01770 1.66370 1.56550
H 4.02330 3.18010 1.95880
S -1.52250 2.59900 -0.78300
C -0.76320 3.25430 -2.23090
C -0.88010 4.60460 -2.54260
C -0.26750 5.11260 -3.67260
C 0.41490 4.27640 -4.54330
C 0.51300 2.92440 -4.26230
C -0.03530 2.41500 -3.08980
As 0.39980 0.60410 -2.44170
C 2.35320 0.42460 -2.80100
C 2.85720 -0.87430 -2.95030
C 4.21930 -1.11610 -2.97310
C 5.10390 -0.05810 -2.83200
C 4.61990 1.23310 -2.69210
C 3.25570 1.47940 -2.68370
C -0.19690 -0.27390 -4.22370
C -1.55430 -0.57190 -4.32990
C -2.06460 -1.13340 -5.48770
C -1.22690 -1.38950 -6.56090
C 0.11760 -1.06570 -6.47820
C 0.63410 -0.50720 -5.31870
H -1.42840 5.24390 -1.86840
H -0.31730 6.17160 -3.87120
H 0.89040 4.67390 -5.42520
H 1.03320 2.23690 -4.92800
H 2.14380 -1.68990 -3.06730
H 4.59150 -2.12300 -3.10340
H 6.16860 -0.23870 -2.84520
H 5.31390 2.05340 -2.57690
H 2.88520 2.49380 -2.58070
H -2.20080 -0.36220 -3.48170
H -3.11380 -1.37310 -5.55600
H -1.62090 -1.83110 -7.46350
H 0.77360 -1.24140 -7.31830
H 1.68840 -0.25400 -5.24640
*
```

Atom charges from the Löwdin analysis, given in e for atoms 1 to 8: number 1, W, carries 1.3728; number 2, N, carries -0.0282; number 3, C, carries -0.1562; number 4, C, carries -0.5499; number 5, O, carries 0.0503; number 6, N, carries -0.1804; number 7, C, carries -0.1813; number 8, C, carries -0.7439

***

A 5-piece molecular cluster, C27H24BI2O8 overall in a non-equilibrium geometry, computed with ωB97M-V with the def2-TZVPD basis set.

The value obtained for the HOMO-LUMO gap is 4.4793 eV. For the highest occupied orbital energy, the calculation gives -4.5616 eV. As for the calculated total energy: -2265.25469 hartree. As for the largest force on an atom: 2.89 eV/Å.

The geometry in ORCA input format:
```
! wB97M-V def2-TZVPD RIJCOSX def2/J DEFGRID3
* xyz -1 1
B -2.25762 -0.68980 -0.72731
C -2.70795 0.88568 -0.89948
I -1.83929 2.13388 0.73085
C -4.32336 1.13525 -1.02092
C -5.24980 -0.20962 -0.88271
I -4.96975 2.54356 0.54525
H -2.72687 -1.32744 -1.62719
H -2.77179 -1.06903 0.28663
H -1.07465 -0.83458 -0.68558
H -2.21344 1.29086 -1.89648
H -4.52664 1.65550 -2.06469
H -6.38212 0.15301 -0.94104
H -5.06597 -0.88110 -1.82621
H -5.14880 -0.78471 0.13230
C -4.87866 -3.33478 3.59180
C -4.07481 -3.46682 4.65138
C -3.01826 -2.47691 4.93946
O -2.28075 -2.59803 5.90793
C -2.88558 -1.33525 4.01274
C -3.68944 -1.20321 2.95316
C -4.74599 -2.19312 2.66507
O -5.48349 -2.07200 1.69661
H -5.65809 -4.05215 3.36570
H -4.15993 -4.29817 5.34089
H -2.10615 -0.61788 4.23884
H -3.60431 -0.37186 2.26365
C -2.18255 2.40312 -5.17334
C -1.92330 3.35639 -6.07355
C -3.00421 4.18042 -6.64960
O -2.76806 5.05181 -7.47509
C -4.38170 3.91146 -6.19136
C -4.64095 2.95819 -5.29114
C -3.56004 2.13416 -4.71510
O -3.79619 1.26278 -3.88961
H -1.40153 1.78930 -4.74150
H -0.91820 3.56634 -6.41927
H -5.16271 4.52528 -6.62320
H -5.64604 2.74824 -4.94542
C 4.25374 -1.71707 -0.91954
C 3.38988 -1.41631 -1.89402
C 2.08970 -0.78353 -1.59681
O 1.29758 -0.50973 -2.48792
C 1.78201 -0.49466 -0.18200
C 2.64587 -0.79542 0.79248
C 3.94605 -1.42820 0.49527
O 4.73818 -1.70200 1.38638
H 5.21123 -2.18202 -1.12023
H 3.60117 -1.62120 -2.93671
H 0.82452 -0.02971 0.01869
H 2.43458 -0.59053 1.83517
C 9.55701 0.76369 3.61548
C 9.73034 -0.56086 3.57264
C 8.60347 -1.47223 3.29196
O 8.76080 -2.68481 3.25453
C 7.27874 -0.86342 3.05898
C 7.10541 0.46113 3.10182
C 8.23229 1.37250 3.38251
O 8.07495 2.58508 3.41993
H 10.37269 1.44618 3.82074
H 10.69588 -1.02273 3.74062
H 6.46307 -1.54591 2.85373
H 6.13987 0.92300 2.93384
*
```

Atom charges from the Löwdin analysis, given in e for atoms 1 to 8: number 1, B, carries -0.5667; number 2, C, carries -0.7358; number 3, I, carries 0.5266; number 4, C, carries -0.7544; number 5, C, carries -0.2037; number 6, I, carries 0.5631; number 7, H, carries 0.0090; number 8, H, carries -0.0085

***

C27H24BrCl3N6OPmS2Si as an isolated structure in a non-equilibrium geometry, computed with ωB97M-V with the def2-TZVPD basis set.

For the relative energy (zero: lowest compared OMol25 entry of this formula, charge and spin), the calculation gives 0.0 kJ/mol. The value obtained for the HOMO-LUMO gap (alpha / beta) is 7.1984 / 7.1854 eV. For the highest occupied orbital energy (alpha / beta), the calculation gives -10.2172 / -10.2238 eV. As for the calculated total energy: -7096.11371 hartree. As for the largest force on an atom: 1.33 eV/Å.

The geometry in ORCA input format:
```
! wB97M-V def2-TZVPD RIJCOSX def2/J DEFGRID3
* xyz 1 5
Pm 0.32524 -0.62261 0.27826
C -3.97857 -2.91918 -3.31938
C -3.54015 -2.69308 -1.89676
C -4.12588 -3.34529 -0.82210
C -3.66396 -3.12628 0.46586
C -2.61463 -2.24816 0.61634
Br -1.93368 -1.91094 2.35740
N -2.02174 -1.61319 -0.38008
C -2.49076 -1.83312 -1.61355
H -4.99493 -3.30801 -3.36252
H -3.32418 -3.64097 -3.81236
H -3.94074 -1.99374 -3.89470
H -4.94928 -4.03267 -0.98525
H -4.09834 -3.62028 1.32342
H -2.00187 -1.28968 -2.41192
C 2.49955 -1.84796 4.46868
C 1.84070 -1.78374 3.23608
N 1.63837 -0.65267 2.57639
C 2.10845 0.49974 3.12465
C 2.75847 0.52804 4.36207
C 2.95228 -0.69175 5.03268
C 3.20458 1.77480 4.92002
C 3.00972 2.92948 4.26148
C 2.36868 2.93632 2.97560
C 2.16884 4.12615 2.25509
C 1.57198 4.07447 1.02808
C 1.18092 2.82764 0.52244
N 1.34252 1.69144 1.17773
C 1.93044 1.73777 2.39852
H 2.63524 -2.80736 4.94994
H 1.46321 -2.68075 2.76668
H 3.46290 -0.69716 5.98838
H 3.69663 1.76196 5.88529
H 3.33953 3.87314 4.68148
H 2.49710 5.06788 2.68060
H 1.40999 4.96510 0.43602
H 0.73096 2.75524 -0.45860
S -0.33487 1.07544 -2.02047
C 0.30768 -0.30081 -2.82009
N 0.75877 -1.34126 -2.15585
C 1.27520 -2.32857 -3.01955
C 1.88676 -3.52644 -2.65024
C 2.36736 -4.36252 -3.64396
C 2.24261 -4.03056 -4.99566
C 1.64016 -2.84461 -5.37325
C 1.16791 -2.00188 -4.37262
S 0.41180 -0.44480 -4.54003
H 1.97268 -3.79047 -1.60473
H 2.84572 -5.29404 -3.36669
H 2.62087 -4.70401 -5.75417
H 1.54468 -2.57639 -6.41809
C -1.53698 2.16972 3.62982
N -2.16140 2.58359 2.37969
C -2.01205 1.90355 1.22662
N -2.59794 2.39184 0.11296
O -1.33868 0.86146 1.17330
H -0.85168 2.93393 3.99694
H -0.97982 1.25566 3.44746
H -2.29146 1.97020 4.39010
H -2.73239 3.41021 2.38173
H -3.12310 3.24664 0.10304
H -2.46545 1.88252 -0.74653
Cl 4.21142 -0.35377 -2.33706
Si 3.24616 -0.76130 -0.58138
Cl 4.45438 -2.12828 0.36200
Cl 0.66067 -3.14658 0.52091
*
```

Atom charges from the Löwdin analysis, given in e for atoms 1 to 8: number 1, Pm, carries 1.0657; number 2, C, carries -0.0286; number 3, C, carries -0.2274; number 4, C, carries 0.0036; number 5, C, carries -0.0768; number 6, C, carries -0.7335; number 7, Br, carries 0.8132; number 8, N, carries -0.0705

***

C27H24CrN5O5S as an isolated structure, computed with ωB97M-V with the def2-TZVPD basis set.

For the relative energy (zero: lowest compared OMol25 entry of this formula, charge and spin), the calculation gives 0.0 kJ/mol. The value obtained for the HOMO-LUMO gap (alpha / beta) is 7.5630 / 7.4868 eV. For the highest occupied orbital energy (alpha / beta), the calculation gives -8.1680 / -8.2746 eV. As for the calculated total energy: -3136.11076 hartree. As for the largest force on an atom: 0.41 eV/Å.

The geometry in ORCA input format:
```
! wB97M-V def2-TZVPD RIJCOSX def2/J DEFGRID3
* xyz 0 4
Cr 1.34778 -0.10266 1.18639
N -1.84997 -0.11603 4.15517
C -1.00052 -0.11029 3.10508
S 0.63415 -0.56505 3.41517
N -1.56147 0.21397 1.94839
N -0.67333 0.17811 0.92541
C -1.07443 0.37900 -0.27837
C -2.47893 0.68904 -0.63011
C -3.22409 -0.19964 -1.39679
C -4.53765 0.10137 -1.73107
C -5.10282 1.29454 -1.30670
C -4.35845 2.18239 -0.53950
C -3.05129 1.87952 -0.19467
C -0.02447 0.35023 -1.31728
C -0.28286 0.58751 -2.65795
C 0.78096 0.61618 -3.54635
C 2.06820 0.41815 -3.08108
C 2.25130 0.18009 -1.72876
N 1.22898 0.13215 -0.87967
H -1.48418 -0.19337 5.08575
H -2.77802 0.24415 4.01386
H -2.77893 -1.13299 -1.72338
H -5.11762 -0.59604 -2.32155
H -6.12480 1.53415 -1.57067
H -4.79993 3.11174 -0.20364
H -2.46591 2.55611 0.41468
H -1.29423 0.76759 -2.98992
H 0.60006 0.80726 -4.59617
H 2.92401 0.45215 -3.73952
H 3.23384 0.03503 -1.29731
O 4.91723 -1.69248 0.44740
C 3.76260 -1.46240 0.74405
O 3.27266 -0.33199 1.12595
C 2.74585 -2.58878 0.65955
C 3.20254 -3.89683 0.40674
C 2.28758 -4.89551 0.32035
C 0.91557 -4.60342 0.49635
C -0.07269 -5.61361 0.42605
C -1.38769 -5.31121 0.61913
C -1.76363 -3.98187 0.90282
C -0.83319 -2.98396 0.97312
C 0.53461 -3.26853 0.75795
N 1.47912 -2.26929 0.81529
H 4.26525 -4.04408 0.28571
H 2.58850 -5.91791 0.12410
H 0.24048 -6.62998 0.22062
H -2.14097 -6.08619 0.56879
H -2.80539 -3.74607 1.07941
H -1.14467 -1.98476 1.22261
C 0.90199 5.02125 0.76050
C 1.33384 3.72651 0.07637
C 2.28998 4.00882 -1.07552
O 0.17408 3.03476 -0.41204
C 2.04826 2.85374 1.12342
O 3.07560 3.29244 1.59933
O 1.45659 1.76349 1.50036
H 0.42504 5.68472 0.03215
H 1.76539 5.53003 1.18449
H 0.18989 4.80703 1.55814
H 1.81621 4.68245 -1.79526
H 2.55325 3.08293 -1.58898
H 3.20293 4.47041 -0.70484
H -0.30217 3.65593 -0.97355
*
```

Atom charges from the Löwdin analysis, given in e for atoms 1 to 8: number 1, Cr, carries 0.6960; number 2, N, carries 0.0834; number 3, C, carries -0.8250; number 4, S, carries 0.7328; number 5, N, carries 0.0327; number 6, N, carries -0.0700; number 7, C, carries -0.1820; number 8, C, carries -0.1843